Record 1
A molecular structure, C43H25BrMoN10O2, computed with ωB97M-V/def2-TZVPD.

Geometry (Å):
Mo 0.086140 -0.234243 0.323949
C -5.406093 3.346069 0.575590
C -4.913291 3.877340 -0.622309
C -3.832761 3.305268 -1.275414
C -3.252788 2.197955 -0.677444
C -2.116007 1.364859 -1.068485
N -1.556653 1.416770 -2.235388
C -0.608576 0.542150 -2.595616
C -0.147804 0.437453 -3.958798
C -0.534169 1.084075 -5.129039
C 0.128666 0.735262 -6.288977
C 1.146653 -0.233868 -6.286965
C 1.528712 -0.877268 -5.125853
C 0.864473 -0.523578 -3.955564
C 0.995989 -0.974217 -2.588601
N 1.943211 -1.823504 -2.199624
C 1.960630 -2.312833 -0.988909
N 1.048335 -2.090722 0.006591
C 1.326653 -2.925749 1.055090
N 0.605663 -3.167922 2.121263
C -0.544291 -2.567939 2.354962
N -1.064617 -1.469406 1.717141
C -2.296944 -1.232428 2.211697
N -3.127974 -0.241609 1.879474
C -2.879590 0.539041 0.868098
N -1.856166 0.467268 -0.047597
C -3.741171 1.669939 0.509864
C -4.831310 2.227209 1.158499
C -2.609737 -2.201605 3.245762
C -3.726129 -2.383432 4.052134
C -3.685660 -3.425037 4.960172
C -2.565135 -4.264284 5.060537
C -1.455924 -4.084201 4.254674
C -1.496580 -3.033294 3.345815
C 2.544745 -3.669174 0.754181
C 3.272695 -4.588353 1.497408
C 4.416212 -5.107802 0.913351
C 4.809101 -4.733501 -0.379555
C 4.071749 -3.826116 -1.122026
C 2.937568 -3.292208 -0.526312
N 0.078825 -0.325817 -1.807748
H -6.251036 3.821887 1.052979
H -5.387855 4.753993 -1.043279
H -3.440854 3.707934 -2.198844
H -1.315533 1.829741 -5.118981
H -0.136907 1.216312 -7.220871
H 1.639690 -0.477821 -7.218314
H 2.311429 -1.621809 -5.119763
H -5.198247 1.809146 2.084107
H -4.583370 -1.731149 3.972188
H -4.531336 -3.600513 5.611605
H -2.573392 -5.066920 5.785658
H -0.587426 -4.722361 4.326212
H 2.958751 -4.871278 2.491869
H 5.019769 -5.817834 1.462895
H 5.705232 -5.165922 -0.802228
H 4.366193 -3.536700 -2.120781
N 3.881700 -0.411475 0.902468
N 3.587810 -0.247627 2.255211
C 2.298325 -0.107779 2.721773
O 2.072012 0.062538 3.902845
O 1.388979 -0.191798 1.797122
H 4.462608 -1.229656 0.763750
H 4.335801 0.412206 0.524272
H 4.314699 -0.093777 2.937778
Br -0.612178 2.014929 2.544686
C -0.471581 3.276375 1.139233
C -1.108136 4.471319 1.306405
C -0.872903 5.524682 0.398768
C 0.058137 5.361768 -0.582031
C 0.734461 4.127786 -0.752674
C 1.759889 4.013614 -1.722482
C 2.422624 2.832625 -1.869879
C 1.991670 1.698186 -1.151106
C 0.962136 1.722196 -0.242317
C 0.407636 3.008807 0.053790
H -1.757851 4.617247 2.157338
H -1.391371 6.464070 0.524756
H 0.306958 6.176917 -1.247871
H 2.011285 4.879428 -2.318988
H 3.232277 2.738474 -2.581674
H 2.473236 0.751654 -1.391652

Force components x, y, z for each atom (eV/Å):
Mo 0.57 0.78 0.89
C 0.03 -0.12 0.09
C 0.10 -0.01 -0.12
C -0.14 0.06 0.06
C 0.26 -0.20 -0.15
C -0.45 0.22 0.59
N 0.51 -0.50 -0.35
C -0.29 0.45 -0.04
C 0.11 -0.08 0.00
C 0.08 -0.06 0.00
C 0.00 0.00 0.00
C 0.00 0.00 0.01
C -0.05 0.07 -0.04
C -0.04 0.07 -0.03
C 0.50 -0.24 0.00
N -0.56 0.42 -0.33
C 0.25 -0.40 0.40
N -0.08 -0.05 0.08
C 0.59 -0.01 -0.66
N -0.76 0.16 0.40
C 0.33 -0.01 -0.05
N 0.07 -0.32 -0.33
C -0.46 0.54 0.00
N 0.40 -0.73 0.40
C -0.05 0.69 -0.62
N -0.17 -0.20 -0.22
C 0.20 -0.30 0.14
C -0.08 0.15 -0.08
C 0.02 -0.11 0.14
C 0.08 0.00 -0.04
C 0.05 -0.09 0.05
C -0.07 0.04 -0.01
C -0.04 0.11 -0.06
C -0.07 -0.09 0.19
C -0.25 0.20 0.06
C 0.15 -0.08 -0.08
C -0.11 0.01 0.11
C -0.06 0.07 -0.07
C 0.11 -0.12 0.05
C -0.19 0.23 -0.13
N -0.29 -0.17 0.12
H -0.04 0.03 0.02
H -0.01 0.01 0.00
H 0.00 0.01 -0.02
H -0.04 0.03 0.00
H 0.00 0.00 -0.02
H 0.01 0.00 -0.03
H 0.03 -0.04 0.01
H -0.03 -0.02 0.04
H -0.03 0.03 -0.02
H -0.01 0.00 0.01
H -0.01 -0.01 0.02
H 0.03 -0.03 0.00
H -0.01 -0.01 0.03
H 0.02 -0.01 0.00
H 0.04 -0.02 -0.01
H 0.00 0.02 -0.03
N 0.05 0.02 0.04
N 0.12 -0.03 0.12
C 0.12 0.00 -0.21
O 0.03 0.01 0.05
O -0.39 -0.21 -0.24
H 0.00 0.04 0.01
H 0.00 -0.05 0.02
H -0.02 0.00 -0.09
Br -0.06 -0.08 0.00
C -0.10 0.19 0.02
C 0.01 -0.04 0.01
C 0.05 -0.10 0.00
C -0.06 -0.01 0.05
C 0.10 0.16 -0.17
C -0.03 -0.10 0.06
C -0.05 0.06 0.02
C 0.15 -0.19 -0.10
C -0.01 -0.24 -0.05
C -0.05 -0.11 0.11
H -0.03 0.01 0.02
H -0.03 0.05 0.00
H 0.02 0.06 -0.04
H 0.02 0.06 -0.05
H 0.03 0.00 -0.03
H -0.03 0.10 0.05

Values from the calculation:
Frontier orbital gap (spin up / spin down) ... 0.166 / 0.167 Ha
E ... -135894.2318 eV
ΔE to the lowest compared entry with this formula, charge and spin ... 4.0 kcal per mole
2S+1 ... 3

Mulliken population analysis, charges in e, atoms 1 to 4: number 1, Mo, carries -0.7508; number 2, C, carries -0.6628; number 3, C, carries -0.7566; number 4, C, carries -0.2123

=====

Record 2
4 unconnected molecules or ions with the total composition C5H20N2O4, computed with ωB97M-V/def2-TZVPD.

Geometry (Å):
C 2.184436 -0.670019 -1.207735
N 1.204342 -0.451684 -0.122927
C -0.157192 -0.820742 -0.451231
C -0.846954 -1.372982 0.820335
C -1.178966 -0.335311 1.892846
O -2.127547 0.670658 1.463943
C 2.437312 0.619198 -1.982644
N 1.172350 1.099779 -2.651432
H 1.878108 -1.474337 -1.910040
H 3.074190 -1.182800 -0.797865
H 1.218627 0.515326 0.208344
H -0.955650 -0.065373 -0.668664
H -0.270054 -1.566761 -1.244002
H -1.758507 -1.779557 0.375935
H -0.434811 -2.231919 1.388851
H -0.376014 0.312303 2.255134
H -1.633306 -0.847922 2.750755
H -2.491665 0.431705 0.590790
H 3.071128 0.570266 -2.864628
H 2.822128 1.450909 -1.380061
H 0.577123 0.289525 -2.844652
H 0.615856 1.592546 -1.952562
H 2.519766 -2.111221 2.903713
H 2.102160 -1.501718 1.609199
O 2.244068 -1.252292 2.547983
H -0.244304 3.159503 0.567371
H -0.840171 1.728496 0.771894
O -0.616227 2.409666 0.103580
H -3.937849 0.471113 -1.409976
H -4.167992 -0.392462 -0.042825
O -3.571181 -0.131216 -0.741525

Force components x, y, z for each atom (eV/Å):
C 0.61 -0.28 0.05
N 0.17 -0.13 -1.14
C -1.62 -0.55 1.98
C -0.31 -0.61 0.16
C -0.97 0.52 -0.03
O -0.05 -0.41 -0.31
C -1.05 0.53 -1.40
N -0.28 -0.14 1.09
H -0.60 0.64 0.28
H 0.14 0.88 0.11
H 0.23 -0.33 -0.24
H 1.41 0.36 -0.68
H 0.58 0.08 0.10
H -0.59 0.06 0.57
H 0.57 0.41 -0.75
H 0.64 -0.88 0.04
H 0.28 0.04 -0.06
H 0.02 0.10 0.28
H 0.79 -0.74 0.40
H -0.10 -0.33 0.16
H 0.39 0.15 -0.22
H 0.05 0.16 -0.10
H 0.00 0.41 0.34
H -0.27 0.86 0.30
O 0.17 -1.12 -0.58
H 0.04 0.12 0.19
H -0.44 0.67 -0.19
O 0.42 -0.35 -0.24
H -0.33 -0.39 0.81
H -0.80 0.30 -0.22
O 0.90 0.00 -0.72

Values from the calculation:
Frontier orbital gap ... 0.336 Ha
E ... -16678.4452 eV
ΔE to the lowest compared entry with this formula, charge and spin ... 34.9 kcal per mole
SMILES ... NCCNCCCO.O.O.O

Mulliken population analysis, charges in e, atoms 1 to 4: number 1, C, carries -0.6976; number 2, N, carries -0.0579; number 3, C, carries -0.5605; number 4, C, carries -0.8286